{"formula": "C55H57N10O3SZr", "method": "wB97M-V/def2-TZVPD", "species": ["Zr", "S", "O", "O", "O", "N", "N", "N", "N", "N", "N", "N", "N", "N", "N", "C", "C", "C", "C", "C", "C", "C", "C", "C", "C", "C", "C", "C", "C", "C", "C", "C", "C", "C", "C", "C", "C", "C", "C", "C", "C", "C", "C", "C", "C", "C", "C", "C", "C", "C", "C", "C", "C", "C", "C", "C", "C", "C", "C", "C", "C", "C", "C", "C", "C", "C", "C", "C", "C", "C", "H", "H", "H", "H", "H", "H", "H", "H", "H", "H", "H", "H", "H", "H", "H", "H", "H", "H", "H", "H", "H", "H", "H", "H", "H", "H", "H", "H", "H", "H", "H", "H", "H", "H", "H", "H", "H", "H", "H", "H", "H", "H", "H", "H", "H", "H", "H", "H", "H", "H", "H", "H", "H", "H", "H", "H", "H"], "positions_angstrom": [[-0.42105, -0.15764, 0.15921], [-2.22408, -0.19250, -4.82260], [-1.81728, -1.30056, -0.63367], [1.39454, -1.16276, 0.77441], [3.96892, -0.99233, 0.56884], [-0.68879, -1.64000, 1.95963], [1.69666, 3.85375, 2.81431], [1.76727, 0.80653, -0.85279], [1.53981, -2.64171, -4.13796], [0.59084, 1.77040, 1.34775], [-1.77871, 1.69788, -0.50748], [0.45357, -1.65226, 2.80111], [-2.04244, 0.09682, 1.66545], [8.05096, 3.09483, -3.11200], [0.39375, -1.10787, -2.11893], [3.58616, 0.67781, -2.39479], [-1.51991, 4.16438, -3.38472], [5.25152, -1.25631, 2.52154], [-2.73524, -2.40397, 1.90121], [1.49838, -1.44157, 2.07083], [5.35523, -1.51530, 3.87177], [-0.30403, 0.52426, 4.96949], [-3.94525, -1.43399, -1.61497], [2.43460, 1.75818, -0.19377], [-2.61136, 0.78924, 5.86614], [-2.00214, -1.09690, 2.48578], [4.25899, 1.70228, -1.74668], [-1.85586, -5.06805, 0.52261], [0.47763, 3.40470, 3.06381], [-3.32443, 3.10335, -1.40716], [3.66252, 2.24117, -0.61709], [1.79003, 2.27686, 1.02843], [-0.02509, 4.12998, -1.40953], [5.56859, 2.18543, -2.22316], [-3.60682, -2.16298, 0.68503], [-1.98941, 2.64727, -1.44504], [-4.98364, -2.39855, 0.75066], [-3.96324, 2.42529, -0.38965], [6.54098, 1.29374, -2.66066], [2.36054, 0.24804, -1.91157], [-0.90792, 3.25502, -2.31348], [-3.11106, -1.64940, -0.51898], [2.98207, -1.76190, 4.02774], [2.34175, 3.29580, 1.79958], [2.84752, -1.49256, 2.65898], [-3.45284, -3.26411, 2.89494], [4.00367, -1.24432, 1.90155], [7.11610, 3.94286, -2.69603], [-5.29692, -1.70709, -1.52350], [-2.81133, -1.80742, 4.71401], [7.76083, 1.79822, -3.08777], [4.21694, -1.77369, 4.63551], [-3.41010, -3.02647, 4.19836], [-0.87123, -3.89846, 0.60306], [-1.79268, 0.44598, 4.61897], [0.54678, -4.43410, 0.79782], [2.20921, -1.67078, -3.53432], [1.63934, -0.87487, -2.54520], [-1.29483, -2.99576, 1.75097], [5.86902, 3.54280, -2.23887], [-1.55302, -0.38132, -6.48315], [-5.82077, -2.17910, -0.32958], [-3.12447, 0.70516, 1.24998], [-2.19553, -0.87405, 3.97823], [-3.65609, 0.83968, -5.17625], [0.28852, -2.82809, -3.75089], [-0.07043, 2.35633, 2.34012], [-3.00643, 1.56889, 0.16418], [-0.07108, 2.18027, -3.01851], [-0.28112, -2.07791, -2.72991], [4.01052, 0.24073, -3.28585], [-1.29374, -2.25244, -2.40540], [-6.87985, -2.37883, -0.23549], [-4.98902, 2.51834, -0.06679], [-0.04184, 1.25780, -2.44650], [-0.91950, -3.34488, -0.33234], [0.62403, -4.99213, 1.73431], [-2.40118, 1.81703, 6.16636], [3.32817, 3.68597, 1.59311], [-0.28536, -3.60134, -4.24630], [-3.75227, 3.85679, -2.04680], [-3.50708, -1.03432, -2.52044], [-3.94681, -4.14663, 2.50686], [-0.08109, 3.87218, 3.86463], [-5.94204, -1.53552, -2.37575], [0.72946, 4.64703, -2.00717], [-1.05797, 1.98081, 2.54378], [-2.34540, 0.15547, 6.71423], [2.08376, -1.96098, 4.59679], [-0.62786, 4.87756, -0.89038], [0.79991, -5.11590, -0.01612], [-2.94495, -1.62443, 5.77173], [-1.09004, -3.53048, 2.68433], [-1.29828, 0.58798, -6.91110], [-0.72590, 4.53025, -4.03829], [6.37354, 0.22419, -2.64048], [-4.09955, 0.52529, 1.69940], [-1.55389, -5.75617, -0.26789], [6.33190, -1.52296, 4.33824], [4.17529, 3.01553, -0.06814], [-5.42123, -2.75321, 1.67437], [-0.06298, -0.24487, 5.70646], [0.34658, 0.35552, 4.11356], [-3.87551, -3.70782, 4.89875], [-1.86648, -5.63063, 1.46031], [5.14324, 4.28444, -1.92925], [-0.64460, -0.97800, -6.40636], [4.30288, -1.98443, 5.69237], [3.02519, -1.05365, 0.31582], [7.37124, 4.99591, -2.73039], [3.23711, -1.53514, -3.84135], [0.95498, 2.52511, -3.17692], [-0.50499, 1.92439, -3.98424], [-4.10508, 1.11077, -4.22073], [-2.23829, 3.61896, -4.00029], [-2.01797, 5.03171, -2.94920], [-2.03160, 1.22558, 3.89176], [-3.35493, 1.75364, -5.68874], [8.54139, 1.12422, -3.42184], [-4.39085, 0.30745, -5.77858], [-0.07355, 1.49656, 5.41072], [6.12521, -1.06610, 1.91183], [-2.87221, -4.73515, 0.30597], [1.29669, -3.64467, 0.80920], [-3.68319, 0.69597, 5.68897], [-2.25381, -0.89737, -7.13790], [0.48319, 3.52826, -0.65813]], "forces_ev_per_angstrom": [[0.53, -0.06, -0.57], [0.01, -0.07, 0.00], [0.14, 0.15, 0.18], [-0.09, 0.15, 0.03], [0.02, -0.01, 0.07], [-0.18, -0.14, 0.03], [0.03, 0.04, 0.03], [-0.11, 0.14, 0.09], [0.03, -0.06, -0.08], [-0.14, -0.10, 0.02], [0.00, -0.15, 0.09], [0.14, -0.11, -0.07], [-0.06, -0.03, 0.01], [0.04, 0.02, -0.02], [0.00, -0.20, 0.20], [-0.01, -0.02, 0.03], [0.00, -0.03, 0.01], [0.00, 0.00, -0.08], [-0.02, -0.01, -0.02], [-0.11, -0.07, -0.03], [-0.02, 0.00, 0.04], [0.01, -0.03, -0.01], [0.03, -0.06, 0.09], [0.08, -0.05, 0.03], [0.02, 0.01, 0.02], [0.11, 0.04, 0.09], [-0.11, -0.02, 0.06], [0.00, 0.01, 0.00], [-0.03, -0.04, -0.03], [0.00, 0.03, 0.00], [0.01, -0.04, -0.03], [-0.08, 0.03, 0.10], [0.01, -0.05, 0.03], [0.11, 0.05, -0.05], [-0.04, 0.02, -0.10], [-0.02, -0.01, -0.03], [0.03, 0.01, 0.00], [-0.03, -0.07, 0.00], [0.01, 0.02, 0.00], [0.04, -0.05, 0.00], [0.01, 0.02, -0.05], [-0.11, 0.14, 0.03], [-0.03, 0.02, -0.02], [-0.01, -0.01, -0.05], [0.02, 0.08, 0.11], [0.00, -0.01, 0.07], [-0.04, -0.02, -0.02], [-0.04, -0.01, 0.01], [0.03, 0.04, -0.05], [0.03, 0.09, -0.03], [-0.03, -0.02, 0.01], [0.05, 0.00, 0.00], [-0.04, -0.07, -0.03], [-0.02, -0.02, 0.02], [-0.06, 0.04, 0.02], [0.03, 0.01, 0.01], [0.02, 0.10, 0.03], [-0.05, 0.01, -0.09], [0.02, -0.01, 0.04], [0.02, 0.00, -0.01], [-0.01, -0.01, -0.06], [-0.07, -0.03, 0.02], [-0.12, -0.02, -0.09], [0.03, -0.02, 0.02], [-0.02, 0.06, 0.00], [-0.06, 0.04, 0.06], [-0.03, 0.06, -0.05], [0.02, 0.14, 0.06], [-0.02, 0.03, -0.03], [0.00, 0.06, -0.10], [0.02, 0.00, 0.02], [0.01, -0.01, 0.01], [0.01, 0.01, 0.00], [0.02, 0.01, -0.01], [0.01, 0.05, 0.00], [0.01, -0.01, -0.04], [0.00, 0.02, 0.00], [-0.01, -0.01, -0.01], [0.00, 0.00, 0.00], [0.01, 0.00, 0.00], [0.01, -0.01, 0.01], [0.00, -0.01, -0.01], [0.01, 0.01, -0.02], [0.01, 0.01, 0.00], [0.01, 0.00, 0.01], [0.00, 0.00, 0.00], [0.01, 0.01, 0.01], [-0.01, -0.01, -0.02], [0.00, 0.00, -0.01], [0.01, 0.00, -0.01], [-0.01, -0.01, 0.01], [0.00, 0.01, 0.00], [0.00, -0.04, -0.01], [0.00, 0.00, 0.01], [0.00, 0.01, 0.00], [-0.01, 0.01, 0.00], [0.03, 0.04, 0.09], [0.00, 0.00, 0.00], [0.00, 0.00, 0.00], [0.01, -0.02, 0.01], [0.03, 0.00, 0.01], [0.00, 0.00, -0.01], [-0.01, 0.01, 0.02], [0.01, 0.01, -0.01], [0.00, 0.01, -0.01], [0.00, -0.02, 0.00], [-0.01, 0.00, 0.01], [0.00, 0.00, -0.01], [0.01, 0.01, -0.03], [0.01, -0.01, 0.00], [-0.01, 0.00, -0.01], [-0.03, 0.02, -0.02], [-0.01, 0.00, 0.02], [0.00, -0.02, 0.00], [0.01, 0.01, 0.01], [0.00, -0.01, 0.00], [0.00, -0.02, 0.01], [0.01, -0.01, 0.00], [0.00, 0.01, 0.00], [0.02, -0.01, 0.00], [0.01, 0.00, -0.01], [0.00, 0.00, 0.02], [0.01, -0.01, 0.01], [-0.01, 0.00, -0.01], [0.00, 0.01, 0.00], [-0.01, 0.01, 0.02], [-0.02, 0.01, -0.01]], "lowdin_charge": [1.934, 0.741, -0.333, -0.251, 0.052, -0.124, 0.126, 0.083, 0.118, 0.057, 0.033, 0.150, -0.064, 0.074, 0.076, 0.071, -0.052, -0.008, -0.187, -0.408, -0.065, -0.062, 0.000, -0.196, -0.073, -0.249, -0.120, -0.038, -0.075, -0.022, 0.075, -0.191, -0.024, -0.175, -0.104, -0.236, -0.024, -0.005, -0.004, -0.211, -0.517, -0.303, -0.022, -0.038, -0.077, -0.052, -0.249, -0.124, -0.060, -0.002, -0.122, -0.077, -0.045, -0.355, -0.373, -0.041, -0.040, -0.179, -0.152, -0.008, -0.400, -0.069, -0.057, -0.088, -0.400, -0.084, -0.091, -0.315, -0.044, -0.108, 0.122, 0.095, 0.108, 0.116, 0.026, 0.105, 0.094, 0.083, 0.119, 0.123, 0.104, 0.068, 0.125, 0.124, 0.110, 0.093, 0.079, 0.081, 0.110, 0.097, 0.086, 0.109, 0.163, 0.040, 0.094, 0.118, 0.161, 0.087, 0.110, 0.119, 0.113, 0.093, 0.046, 0.114, 0.094, 0.116, 0.024, 0.105, 0.052, 0.112, 0.118, 0.092, 0.051, 0.025, 0.080, 0.088, 0.100, 0.035, 0.113, 0.040, 0.079, 0.120, 0.078, 0.061, 0.088, 0.040, 0.050], "gap_ev": 6.551, "total_charge": 1, "homo_energy_ev": -10.18, "e_lumo_ev": -3.6, "total_energy_ha": -3348.5785, "e_above_lowest_kj_mol": 0.0}